Entry 1:
Computed, not measured: an isolated molecule of C4H8O2, with the ωB97M-V functional and the def2-TZVPD basis.

Values from the calculation:
orbital gap	0.3984	hartree
ΔE to the lowest compared entry with this formula, charge and spin	27.8	kcal per mole
structure (SMILES)	O[C@H]1CCOC1

The geometry in XYZ format:
```
14
C4H8O2 the ωB97M-V functional and the def2-TZVPD basis
O 0.55 1.32 -1.44
C 0.70 0.10 -0.75
C 0.74 0.31 0.78
C -0.66 -0.15 1.22
O -1.44 -0.19 0.04
C -0.57 -0.76 -0.91
H -0.21 1.77 -1.03
H 1.61 -0.36 -1.15
H 0.92 1.37 0.99
H 1.54 -0.25 1.27
H -1.16 0.51 1.94
H -0.60 -1.16 1.65
H -0.42 -1.83 -0.67
H -1.00 -0.68 -1.91
```

=====

Entry 2:
Computed, not measured: an isolated molecule of C2HNO2S at a distorted geometry, with the ωB97M-V functional and the def2-TZVPD basis.

Values from the calculation:
orbital gap	0.3502	hartree
ΔE to the lowest compared entry with this formula, charge and spin	61.0	kcal per mole
structure (SMILES)	N#CSOC=O

The geometry in XYZ format:
```
7
C2HNO2S the ωB97M-V functional and the def2-TZVPD basis
N 2.53 -0.24 0.83
C 1.84 0.39 0.17
S 0.70 1.23 -0.83
O -0.52 -0.10 -1.03
C -1.42 -0.32 0.02
O -2.26 -1.10 0.00
H -0.87 0.14 0.85
```

=====

Number 1: LUMO energy 1.005 eV, highest occupied orbital energy -9.84 eV. Number 2: LUMO energy -1.452 eV, highest occupied orbital energy -10.98 eV.